{"formula": "C3H4N4O", "method": "wB97M-V/def2-TZVPD", "elements": ["C", "C", "C", "H", "H", "H", "H", "N", "N", "N", "N", "O"], "positions_angstrom": [[-2.6756, -0.1698, -0.0211], [-1.4747, 0.2362, 0.1423], [0.7981, -0.4686, -0.1661], [-2.9633, -1.2635, -0.6442], [-3.4326, 0.5000, 0.8654], [-0.9465, 1.1503, 0.8014], [2.9531, 1.2842, -0.6381], [1.8617, -1.2936, 0.1553], [2.9175, -0.5034, 0.2028], [2.3591, 0.6160, -0.0785], [1.0540, 0.7514, -0.2729], [-0.4507, -0.8393, -0.3464]], "forces_ev_per_a": [[-5.21, -1.10, 1.59], [5.38, -0.22, 1.22], [-1.96, -3.89, 0.62], [0.76, 3.79, 2.22], [1.81, -2.32, -3.56], [-1.72, -2.84, -2.15], [-0.66, -0.48, 1.69], [-0.76, -1.20, 0.53], [-3.16, -1.29, -1.10], [4.87, 6.85, -1.51], [2.90, 1.81, -0.61], [-2.26, 0.88, 1.05]], "relative_energy_ev": 6.128, "orbital_gap_ev": 10.5864, "spin_multiplicity": 1, "e_lumo_ev": 0.94}


{"formula": "C3H4N4O", "method": "wB97M-V/def2-TZVPD", "elements": ["C", "C", "C", "H", "H", "H", "H", "N", "N", "N", "N", "O"], "positions_angstrom": [[0.2475, -0.5420, -0.2296], [-0.5068, 0.7178, -0.3180], [-1.7790, 0.8611, -0.0889], [2.0321, 0.6148, 1.0962], [3.2081, -0.5804, 0.4087], [0.1206, 1.3328, -0.9411], [-2.0983, 1.7615, -0.4323], [2.3465, 0.0911, 0.1307], [1.4546, -0.9715, 0.1363], [-1.8724, -1.5586, -0.0742], [-0.7192, -1.5548, -0.3115], [-2.4337, -0.1719, 0.6237]], "forces_ev_per_a": [[0.30, -1.06, 3.07], [5.30, -0.76, -1.85], [-0.33, -4.12, 3.17], [1.61, -0.98, -2.81], [-1.61, 3.13, -0.52], [-0.55, 1.29, -0.07], [-2.64, 2.27, -0.42], [2.29, -1.20, 4.81], [-4.85, 1.11, -3.17], [0.47, -0.09, 0.48], [-0.81, -2.13, -0.28], [0.82, 2.54, -2.41]], "relative_energy_ev": 6.447, "smiles": "N/N=c1\\cconn1", "orbital_gap_ev": 8.6242, "spin_multiplicity": 1, "e_lumo_ev": -0.68}


{"formula": "C3H4N4O2", "method": "wB97M-V/def2-TZVPD", "elements": ["C", "C", "C", "N", "N", "N", "N", "O", "O", "H", "H", "H", "H"], "positions_angstrom": [[1.6364, -0.1455, -0.6654], [1.5420, -0.5217, 1.4416], [0.3676, -0.0179, -0.2002], [2.3695, -0.5466, 0.4399], [0.2805, -0.1523, 1.1292], [-0.9921, 0.4924, -1.0689], [-2.2508, 0.4972, -0.6677], [-2.5118, 0.1119, 0.4711], [-3.0946, 0.7862, -1.4649], [1.9858, -0.2392, -1.6458], [1.9124, -0.7289, 2.5386], [-0.6998, -0.3218, 1.5843], [-0.5450, 0.7860, -1.8919]], "forces_ev_per_a": [[-1.10, -1.03, 1.56], [2.02, -0.88, 4.03], [-4.89, 2.23, -3.10], [0.00, 0.55, -0.26], [-2.38, -0.85, 0.72], [5.76, -2.11, 3.86], [-0.35, -0.98, 0.24], [0.86, 0.09, 0.38], [-0.61, 0.82, -1.15], [0.52, 0.27, -1.15], [-1.14, 0.37, -2.44], [2.60, 0.63, -0.90], [-1.28, 0.88, -1.79]], "relative_energy_ev": 4.942, "smiles": "O=[N+]([O-])Nc1cnc[nH]1", "orbital_gap_ev": 9.9496, "spin_multiplicity": 1, "e_lumo_ev": 0.47}


{"formula": "C3H4N4O2", "method": "wB97M-V/def2-TZVPD", "elements": ["C", "C", "C", "N", "N", "N", "N", "O", "O", "H", "H", "H", "H"], "positions_angstrom": [[-0.7167, 1.3609, 1.6260], [0.7881, 0.4767, -3.4824], [0.2764, -0.6442, 0.7179], [-0.0801, 2.0181, 0.7302], [0.5249, 1.7775, -0.2309], [-0.5186, -0.1381, 1.6035], [0.1241, -1.9301, 0.4023], [1.9248, 0.2129, -3.5386], [-0.3420, 0.6986, -3.5176], [-1.2741, 1.8463, 2.4476], [-1.1507, -0.6126, 2.3510], [0.9371, -2.3769, 0.0584], [-0.4932, -2.6890, 0.8326]], "forces_ev_per_a": [[0.04, -4.34, 1.71], [1.38, -0.52, -0.47], [1.07, -1.36, -1.19], [-1.74, 3.81, 2.13], [2.43, -0.97, -3.84], [-3.70, 3.21, 3.34], [-0.82, -1.73, 1.28], [-0.84, 0.31, 0.31], [-0.55, 0.23, 0.25], [0.44, -0.60, -0.65], [1.15, 0.33, -1.85], [0.65, -0.09, -0.86], [0.49, 1.72, -0.17]], "s_squared": 2.02, "relative_energy_ev": 0.187, "orbital_gap_ev": [7.4716, 7.5774], "spin_multiplicity": 3, "e_lumo_ev": [0.83, -0.87]}


{"formula": "C3H4N4O4", "method": "wB97M-V/def2-TZVPD", "elements": ["C", "C", "C", "N", "N", "N", "N", "O", "O", "O", "O", "H", "H", "H", "H"], "positions_angstrom": [[1.6310, -1.0873, 0.3772], [-0.2068, 1.3240, 1.3614], [0.2114, -1.0405, 0.1788], [2.7360, -1.2177, 0.7096], [-0.7734, -1.5522, 0.9476], [-0.3862, 2.0703, 0.4429], [-0.0980, -0.4640, -0.9549], [0.9805, -0.1030, -1.7457], [-0.2091, 0.8729, 2.4445], [-1.2683, -0.2748, -1.4252], [-0.1047, 2.2467, -0.8472], [-0.5239, -1.4311, 1.8942], [-1.7176, -1.3485, 0.5913], [0.6189, -0.3541, -2.5957], [-0.8897, 2.3594, -1.3789]], "forces_ev_per_a": [[1.12, -1.00, 1.74], [-0.32, 0.94, 0.00], [0.41, 0.70, -2.40], [-1.38, 0.31, -0.60], [-0.05, -0.35, -0.78], [-1.12, 0.58, 0.33], [-0.87, -0.12, -0.11], [-0.18, -0.05, 0.16], [0.38, -0.51, 0.26], [0.86, -0.37, 0.50], [2.01, 0.03, -0.51], [-0.64, -0.03, 1.37], [0.72, 0.01, 0.56], [0.07, 0.04, -0.92], [-1.01, -0.16, 0.39]], "relative_energy_ev": 0.238, "smiles": "N#C/C(N)=[N+](/[O-])O.O=C=NO", "orbital_gap_ev": [8.9576, 8.9570], "spin_multiplicity": 1, "e_lumo_ev": [-0.05, -0.05]}


{"formula": "C3H4N4O4", "method": "wB97M-V/def2-TZVPD", "elements": ["C", "C", "C", "N", "N", "N", "N", "O", "O", "O", "O", "H", "H", "H", "H"], "positions_angstrom": [[-1.1352, -0.2511, 0.5159], [0.1260, -0.9437, 0.4682], [-1.3458, 0.3427, -0.9565], [1.1870, -0.3919, 0.0311], [-0.6112, 1.4975, -0.8822], [2.4769, -1.0024, 0.0161], [-0.4865, 2.0015, 0.2125], [3.4283, -0.3222, 0.2570], [2.4845, -2.1872, -0.2323], [0.0030, 2.9852, 0.6273], [-0.9508, 0.9636, 1.2398], [-1.8758, -0.9616, 0.8169], [0.0963, -1.9727, 0.8768], [-0.9499, -0.3803, -1.6684], [-2.4466, 0.6228, -1.3221]], "forces_ev_per_a": [[-0.33, 2.98, -2.04], [3.54, -2.63, 0.65], [-2.96, -1.61, 0.08], [-0.66, 1.80, -0.12], [0.84, 2.78, -2.67], [-0.90, -1.82, 0.80], [-0.11, -2.30, 0.31], [-0.35, 0.67, -0.09], [0.14, -0.36, -0.34], [-0.06, 0.52, 0.58], [-0.80, -0.29, 1.43], [-0.98, 0.48, 0.70], [0.50, 0.27, -0.26], [0.08, 0.33, -0.19], [2.04, -0.83, 1.15]], "relative_energy_ev": 2.479, "smiles": "O=[N+]([O-])/N=C/[C@@H]1CN=[N+]([O-])O1", "orbital_gap_ev": 9.4612, "spin_multiplicity": 1, "e_lumo_ev": -0.95}


{"formula": "C3H4N4O6", "method": "wB97M-V/def2-TZVPD", "elements": ["C", "C", "C", "N", "N", "N", "N", "O", "O", "O", "O", "O", "O", "H", "H", "H", "H"], "positions_angstrom": [[0.2537, -0.0744, -0.8909], [0.1545, -0.4577, 0.5992], [-0.7788, 0.6317, 1.1254], [-0.7167, 0.9657, -0.9476], [-0.3720, -1.7629, 0.9662], [-0.2409, 1.8450, 1.7051], [-0.6185, 2.1354, -1.6431], [-1.0980, -1.7876, 1.9427], [-0.7824, 2.2634, 2.6721], [-0.1070, 1.9956, -2.7456], [0.0334, -2.6794, 0.3536], [0.8075, 2.2343, 1.1623], [-1.1796, 3.0435, -1.1548], [1.3169, 0.3282, -1.0888], [-0.0848, -0.8439, -1.7055], [1.0258, -0.4172, 1.0948], [-1.9010, 0.3785, 1.1253]], "forces_ev_per_a": [[1.91, -1.08, -2.35], [-2.81, 1.67, -1.75], [-2.59, 0.15, -5.44], [-1.91, -0.39, 4.46], [-0.92, 0.89, 1.30], [2.25, -0.98, -1.38], [0.88, -3.05, -0.47], [-0.23, -0.23, 0.12], [-0.63, 1.00, 1.03], [0.22, 0.67, 0.17], [0.65, -2.18, -1.33], [-1.32, -0.08, 1.05], [-0.78, 2.67, 0.43], [-1.53, -0.88, 0.03], [1.29, 0.79, 1.73], [3.48, 0.18, 1.52], [2.05, 0.85, 0.87]], "orbital_gap_ev": [7.8732, 7.7661], "spin_multiplicity": 1, "e_lumo_ev": [-2.60, -2.64]}


{"formula": "C3H4N4S", "method": "wB97M-V/def2-TZVPD", "elements": ["C", "C", "C", "H", "H", "H", "H", "N", "N", "N", "N", "S"], "positions_angstrom": [[1.6615, 1.4711, -0.0561], [-1.1649, -1.6289, 0.0434], [0.1530, -0.9959, 0.2284], [2.2718, 0.5878, 0.8852], [2.2187, 2.4203, -0.5343], [-2.0131, 1.0156, 0.6370], [-1.1078, -2.7650, -0.4833], [0.4419, 1.5842, -0.3107], [-0.3387, 0.3933, 0.2427], [-1.6542, 0.4675, -0.2345], [-2.1791, -0.8502, -0.2429], [1.7109, -1.6997, -0.1749]], "forces_ev_per_a": [[3.65, 0.78, 2.32], [0.45, -3.26, -3.28], [-0.35, 2.15, -2.06], [-2.05, 2.95, -3.51], [-0.64, -2.49, 1.31], [-0.77, -0.85, -2.37], [-0.65, 2.98, 2.37], [-1.74, -3.17, 0.84], [3.91, -0.88, -1.26], [-0.84, -0.08, 3.61], [1.85, 0.62, 0.75], [-2.82, 1.24, 1.27]], "relative_energy_ev": 5.823, "orbital_gap_ev": 7.7097, "spin_multiplicity": 1, "e_lumo_ev": -1.02}


{"formula": "C3H4N4S", "method": "wB97M-V/def2-TZVPD", "elements": ["C", "C", "C", "H", "H", "H", "H", "N", "N", "N", "N", "S"], "positions_angstrom": [[0.3585, 0.6415, 0.1343], [1.5347, 0.7220, 0.7640], [-0.8286, -1.4079, -0.7495], [-0.7326, 2.8198, 1.2622], [1.7128, 1.7431, 1.2950], [-0.9107, -2.5618, -0.2641], [-2.5149, -0.9268, -1.9209], [2.2157, -0.4895, 0.9807], [1.3619, -1.4307, 0.4149], [0.2935, -0.6610, -0.2220], [-1.5647, -0.4482, -1.4648], [-0.9257, 1.9995, -0.2298]], "forces_ev_per_a": [[-1.75, 0.66, -1.40], [2.22, 2.55, 3.14], [-1.91, 4.05, -1.01], [-0.21, -2.00, -3.51], [0.72, -2.23, -1.01], [0.02, 3.33, -1.97], [3.06, 1.36, 1.73], [-4.95, -0.78, -2.25], [0.90, 4.19, -0.32], [0.45, -3.91, 1.77], [-0.55, -7.07, 0.96], [2.00, -0.16, 3.89]], "relative_energy_ev": 4.742, "orbital_gap_ev": 8.9586, "spin_multiplicity": 1, "e_lumo_ev": -0.24}


{"formula": "C3H4N4S2", "method": "wB97M-V/def2-TZVPD", "elements": ["C", "C", "C", "N", "N", "N", "N", "S", "S", "H", "H", "H", "H"], "positions_angstrom": [[0.9025, -1.0233, 2.5471], [-0.8188, 1.1797, -2.4939], [0.0529, -0.5778, 0.2183], [0.8811, 0.3306, 2.0601], [-0.5090, -0.1330, -2.0826], [0.4954, 0.5111, 0.8690], [-0.3179, -0.7137, -1.0180], [0.1485, -2.0702, 1.2396], [-1.7439, 2.2057, -1.4328], [1.7822, -1.6492, 2.8583], [0.3659, -0.8358, 3.4402], [0.0330, 1.7007, -2.6777], [-1.2719, 1.0753, -3.5276]], "forces_ev_per_a": [[-0.44, -1.68, -0.64], [-3.02, -0.89, -0.42], [-0.74, -2.30, -0.40], [1.41, 1.18, -1.86], [1.03, -1.64, -1.15], [0.89, 1.31, 1.83], [-0.07, 0.13, 0.75], [-0.35, 0.74, -0.02], [-0.87, 0.63, 0.64], [0.11, 1.70, -0.45], [-1.15, -0.80, 1.12], [3.08, 1.42, -0.57], [0.12, 0.21, 1.17]], "s_squared": 2.06, "orbital_gap_ev": [7.5034, 5.8536], "spin_multiplicity": 3, "e_lumo_ev": [-0.49, -2.22]}